C3H9NO3 | the ωB97M-V functional and the def2-TZVPD basis

Last columns: bonded neighbours and bond lengths (Å).
CARTESIAN COORDINATES (ANGSTROEM)
1 C 2.202 1.136 -2.076  N2 1.462, H5 1.094, H6 1.101, H7 1.098
2 N 1.339 0.016 -1.704  C1 1.462, C3 1.428, H8 1.040
3 C 1.355 -0.378 -0.331  N2 1.428, O4 1.442, H9 1.132, H10 1.119
4 O 0.213 -1.212 -0.049  C3 1.442, H11 0.996
5 H 1.799 1.985 -1.515  C1 1.094
6 H 2.114 1.323 -3.158  C1 1.101
7 H 3.249 0.993 -1.778  C1 1.098
8 H 1.543 -0.817 -2.293  N2 1.040
9 H 2.299 -0.912 -0.009  C3 1.132
10 H 1.274 0.564 0.267  C3 1.119
11 H -0.492 -0.850 -0.652  O4 0.996
12 O -2.224 0.164 0.325  C13 1.219
13 C -2.029 -0.196 1.473  O12 1.219, O14 1.376, H15 1.091
14 O -1.340 0.493 2.444  C13 1.376, H16 0.939
15 H -2.320 -1.200 1.784  C13 1.091
16 H -1.209 -0.127 3.137  O14 0.939

maximum force	2.6	eV/A
SMILES	CNCO.O=CO
calculated total energy	-10888.7435	eV
net charge	0